Below is a structure of composition C85H101BiClGe2N3O8PS6Si, with properties calculated with ωB97M-V with the def2-TZVPD basis set.

Atoms and positions in Å:
Bi 0.56 0.78 1.04
C 2.10 5.74 1.10
O 1.28 5.24 0.05
C 1.17 3.90 0.04
O 1.74 3.15 0.81
N 0.33 3.49 -0.93
N 0.20 2.11 -1.15
H 2.01 6.82 1.05
H 3.14 5.43 0.95
H 1.77 5.35 2.06
H 0.05 4.16 -1.64
H 1.03 1.68 -1.60
H -0.68 1.86 -1.58
O 0.08 0.52 3.48
S 0.59 1.71 4.22
O -0.34 2.18 5.22
O 1.09 2.73 3.32
C 2.02 1.12 5.11
C 1.90 0.79 6.44
C 3.01 0.35 7.14
C 4.22 0.24 6.48
C 4.32 0.57 5.13
C 3.22 1.03 4.42
P 3.21 1.48 2.61
C 4.58 0.30 2.17
C 4.16 -0.93 1.66
C 5.06 -1.97 1.51
C 6.40 -1.77 1.80
C 6.84 -0.53 2.21
C 5.93 0.50 2.40
C 4.18 3.03 2.69
C 4.98 3.35 1.59
C 5.70 4.52 1.55
C 5.62 5.42 2.61
C 4.80 5.12 3.69
C 4.09 3.94 3.73
H 0.94 0.91 6.92
H 2.94 0.10 8.19
H 5.09 -0.11 7.01
H 5.27 0.45 4.64
H 3.13 -1.06 1.35
H 4.71 -2.93 1.18
H 7.11 -2.58 1.68
H 7.89 -0.35 2.41
H 6.27 1.47 2.74
H 5.02 2.66 0.76
H 6.33 4.75 0.70
H 6.19 6.34 2.59
H 4.73 5.82 4.51
H 3.45 3.72 4.57
C -5.21 4.32 -4.54
C -5.35 3.87 -3.12
C -4.71 4.55 -2.09
C -4.83 4.15 -0.77
C -4.15 4.90 0.33
C -5.62 3.03 -0.48
C -6.26 2.34 -1.50
C -7.08 1.12 -1.22
C -6.12 2.77 -2.81
C -5.87 2.66 0.93
C -6.97 3.25 1.56
C -7.30 2.93 2.86
C -6.54 2.00 3.54
C -5.44 1.41 2.93
C -5.10 1.73 1.62
Ge -3.41 0.92 0.83
S -1.59 2.06 1.42
S -3.35 -1.35 1.13
Ge -2.33 -1.27 -0.92
S -0.16 -0.85 -0.77
S -3.38 0.70 -1.48
C -2.70 -2.96 -2.03
C -2.02 -4.14 -1.70
C -2.30 -5.31 -2.40
C -3.23 -5.33 -3.42
C -3.87 -4.16 -3.76
C -3.61 -2.97 -3.08
C -4.33 -1.80 -3.63
C -5.71 -1.71 -3.48
C -6.45 -2.63 -2.54
C -6.43 -0.80 -4.24
C -5.79 0.02 -5.16
C -6.58 0.91 -6.07
C -4.41 -0.04 -5.26
C -3.67 -0.94 -4.51
C -2.18 -1.03 -4.68
C -0.95 -4.27 -0.68
C 0.37 -4.01 -1.03
C 0.73 -3.48 -2.38
C 1.38 -4.30 -0.12
C 1.12 -4.90 1.10
C 2.22 -5.23 2.05
C -0.20 -5.18 1.42
C -1.24 -4.85 0.56
C -2.67 -5.10 0.97
C -4.67 0.45 3.76
C -3.64 0.92 4.57
C -3.24 2.35 4.58
C -3.00 0.02 5.42
C -3.39 -1.30 5.49
C -2.74 -2.23 6.48
C -4.43 -1.75 4.69
C -5.08 -0.89 3.82
C -6.24 -1.36 3.00
H -4.77 5.32 -4.60
H -6.17 4.34 -5.04
H -4.56 3.64 -5.08
H -4.10 5.42 -2.32
H -3.67 5.80 -0.05
H -3.39 4.26 0.80
H -4.87 5.17 1.11
H -7.29 1.01 -0.16
H -6.53 0.24 -1.55
H -8.02 1.15 -1.77
H -6.62 2.22 -3.59
H -7.55 3.97 1.01
H -8.15 3.40 3.34
H -6.77 1.74 4.56
H -1.76 -6.21 -2.14
H -3.43 -6.25 -3.96
H -4.59 -4.15 -4.57
H -5.78 -3.00 -1.76
H -6.85 -3.48 -3.08
H -7.28 -2.11 -2.07
H -7.50 -0.75 -4.14
H -7.63 0.91 -5.80
H -6.49 0.56 -7.10
H -6.20 1.93 -6.04
H -3.90 0.60 -5.96
H -1.86 -0.41 -5.51
H -1.87 -2.05 -4.85
H -1.68 -0.68 -3.77
H -0.08 -2.89 -2.80
H 0.95 -4.31 -3.06
H 1.61 -2.84 -2.31
H 2.40 -4.05 -0.38
H 3.14 -5.47 1.52
H 1.95 -6.08 2.69
H 2.42 -4.38 2.70
H -0.43 -5.65 2.36
H -2.70 -5.58 1.94
H -3.18 -5.73 0.24
H -3.20 -4.15 1.03
H -3.92 2.98 4.01
H -2.24 2.45 4.16
H -3.16 2.72 5.61
H -2.19 0.40 6.02
H -1.67 -2.03 6.55
H -2.91 -3.27 6.21
H -3.17 -2.07 7.47
H -4.74 -2.78 4.74
H -6.34 -2.44 3.06
H -6.10 -1.09 1.95
H -7.17 -0.90 3.34
Cl 2.27 -2.63 5.95
C 1.21 -2.52 4.59
C -0.04 -3.11 4.62
C -0.84 -2.97 3.50
C -0.32 -2.31 2.40
N 0.87 -1.75 2.38
C 1.62 -1.83 3.47
H -0.37 -3.66 5.49
H -1.84 -3.37 3.48
H -0.90 -2.24 1.49
H 2.59 -1.35 3.44
C 7.27 1.32 -3.42
C 6.56 1.50 -2.07
C 5.65 2.72 -2.15
C 7.59 1.67 -0.95
O 5.84 0.32 -1.78
Si 4.30 -0.12 -2.15
S 2.89 0.83 -0.95
O 4.16 0.28 -3.75
C 3.06 0.53 -4.59
C 2.66 2.01 -4.46
C 1.87 -0.36 -4.23
C 3.54 0.25 -6.02
O 4.31 -1.75 -1.98
C 5.14 -2.72 -2.59
C 4.24 -3.67 -3.40
C 6.18 -2.11 -3.51
C 5.86 -3.50 -1.48
H 7.71 2.26 -3.75
H 6.54 0.99 -4.15
H 8.06 0.57 -3.35
H 6.23 3.64 -2.11
H 4.93 2.70 -1.33
H 5.08 2.70 -3.07
H 8.24 2.52 -1.16
H 8.20 0.77 -0.87
H 7.08 1.81 0.00
H 2.48 2.23 -3.41
H 1.76 2.21 -5.03
H 3.46 2.65 -4.82
H 1.59 -0.21 -3.19
H 2.13 -1.40 -4.37
H 1.02 -0.12 -4.87
H 4.45 0.80 -6.22
H 2.78 0.54 -6.74
H 3.75 -0.81 -6.14
H 3.64 -3.09 -4.09
H 3.57 -4.21 -2.73
H 4.84 -4.39 -3.95
H 5.70 -1.55 -4.31
H 6.80 -2.89 -3.95
H 6.80 -1.43 -2.93
H 5.13 -4.02 -0.86
H 6.40 -2.80 -0.85
H 6.55 -4.22 -1.90

## Properties
Charge = -1
Highest occupied orbital energy = -0.1940 Ha
Energy above the lowest of the compared OMol25 structures with the same formula, charge and spin = 0.0 kcal per mole
Frontier orbital gap = 7.38 eV
2S+1 = 1
DFT total energy = -11915.0139 hartree